Molecular formula: BrH2O2P
Method: DFT, ωB97M-V with the def2-TZVPD basis set

Geometry as XYZ:
```
6
Properties=species:S:1:pos:R:3:forces:R:3
Br 0.613990 -1.248130 -2.698258 0.116 0.708 1.315
P 0.839250 0.317061 0.595844 -0.193 -0.209 -1.382
O -0.525669 0.903391 0.025868 1.434 0.967 -1.175
O 0.125552 -0.594656 1.605503 -1.268 -1.197 0.727
H -0.833078 -0.639855 1.310131 0.982 -0.333 0.788
H -0.220045 1.262190 -0.839088 -1.072 0.065 -0.273
```
Positions in Å, forces in eV/Å.

Output
- total charge = 0
- spin multiplicity = 1
- ΔE to the lowest compared entry with this formula, charge and spin (kcal per mole) = 53.5
- lowest unoccupied orbital energy (alpha / beta) (hartree) = -0.0928 / -0.0927
- strongest force on any atom (eV/A) = 2.09
- E_tot (eV) = -83458.0764
- gap between HOMO and LUMO (alpha / beta) (eV) = 5.7753 / 5.7776

How positive or negative is each atom? The Mulliken charges in e answer that:
1 Br -0.66
2 P 0.62
3 O -0.38
4 O -0.36
5 H 0.42
6 H 0.36